1.
61
Properties=species:S:1:pos:R:3:mulliken_charge:R:1 method="wB97M-V/def2-TZVPD" homo_lumo_gap_ev=6.130 total_charge=+1 spin_multiplicity=1 e_above_lowest_kcal_mol=9.0
W 0.83442 -0.43635 0.99680 0.854
O -0.88711 -1.77555 2.02186 -0.317
C -0.38241 -2.66400 3.03485 -0.814
C 0.46741 -1.86562 3.99846 -0.702
N 1.32819 -0.84696 3.30729 -0.282
C 1.09396 0.46598 3.96228 -0.626
C -0.22082 0.96529 3.41900 0.568
O -1.10807 1.46896 4.03467 -0.586
O -0.26347 0.75969 2.09181 -0.112
C 2.76646 -1.15932 3.35043 -0.552
C 3.43940 -0.15744 2.43593 0.435
O 4.50219 0.33921 2.59393 -0.550
O 2.64273 0.15010 1.36390 -0.608
H -1.67219 -1.29117 2.31908 0.376
H 0.18365 -3.43224 2.52350 0.171
H -1.21071 -3.14057 3.55776 0.543
H 1.08848 -2.52347 4.60722 0.518
H -0.19020 -1.31737 4.67346 0.499
H 1.87350 1.17210 3.66836 0.416
H 1.08770 0.37996 5.04764 0.485
H 2.93212 -2.17118 2.97478 0.382
H 3.17039 -1.06242 4.35852 0.490
Se -1.43915 -0.45235 -0.43226 -0.229
P -1.01443 1.62538 -0.97419 0.707
Se 0.98893 1.98305 -0.15686 -0.132
C -1.02931 1.85455 -2.75152 1.038
C -1.64964 0.93116 -3.58628 -0.228
C -1.70947 1.17424 -4.95077 -0.767
C -1.14573 2.32812 -5.47373 -0.431
C -0.51842 3.24549 -4.63949 -0.747
C -0.45911 3.01312 -3.27682 -0.495
C -2.25072 2.71740 -0.26830 0.809
C -3.54176 2.66983 -0.79853 -0.479
C -4.52535 3.48803 -0.27633 -0.710
C -4.22370 4.35513 0.76900 -0.419
C -2.94260 4.40235 1.29342 -0.785
C -1.94987 3.57994 0.77809 -0.197
H -2.06644 0.01843 -3.17859 0.324
H -2.18988 0.45895 -5.60445 0.427
H -1.18871 2.51277 -6.53884 0.408
H -0.07258 4.13957 -5.05339 0.421
H 0.03525 3.72737 -2.62848 0.356
H -3.77652 2.00125 -1.61922 0.370
H -5.52666 3.45562 -0.68370 0.409
H -4.99511 4.99623 1.17439 0.401
H -2.71313 5.07568 2.10791 0.407
H -0.95113 3.60165 1.19364 0.239
O 2.66052 -3.82775 1.37890 -0.573
C 2.10725 -3.21719 0.51333 0.320
O 1.17529 -2.25906 0.87368 0.051
C 2.14274 -3.41955 -0.93107 0.153
C 2.41006 -4.68681 -1.44071 -0.792
C 2.38304 -4.89233 -2.80668 -0.606
C 2.09485 -3.82732 -3.65306 -0.630
C 1.84439 -2.56160 -3.14860 -0.739
C 1.87182 -2.33600 -1.77398 0.850
S 1.76871 -0.64504 -1.26963 -0.105
H 2.62641 -5.49460 -0.75413 0.481
H 2.58200 -5.87372 -3.21375 0.412
H 2.07005 -3.98493 -4.72334 0.400
H 1.64248 -1.73467 -3.81713 0.494

2.
49
Properties=species:S:1:pos:R:3:mulliken_charge:R:1 method="wB97M-V/def2-TZVPD" homo_lumo_gap_ev=4.684 total_charge=+1 spin_multiplicity=1 e_above_lowest_kcal_mol=28.8
C -2.14187 -0.03239 2.29437 -1.254
C -1.84188 -1.49644 2.05980 -0.795
C -1.80432 -1.78167 0.62080 -0.239
C -2.55803 -1.01687 -0.23946 -0.546
C -3.41939 0.01211 0.20604 -0.290
C -3.23013 0.71229 1.49562 0.952
H -2.20944 0.18400 3.36081 0.389
H -1.26312 0.48546 1.93747 0.466
H -0.86343 -1.78979 2.47053 0.439
H -2.59280 -2.10825 2.58500 0.392
H -1.34553 -2.71926 0.28626 0.410
H -2.49950 -1.24514 -1.33259 0.404
H -4.20492 0.36132 -0.49497 0.486
H -4.20214 0.86837 2.01987 0.437
C -2.99910 8.32035 7.72845 -0.408
C -3.92142 8.08135 6.71089 -0.598
C -4.21897 6.77175 6.32623 -0.133
C -3.60746 5.70270 6.98583 0.360
O -3.93180 4.38540 6.62060 -0.515
C -3.62178 3.95365 5.32934 -0.053
C -2.38331 3.34653 5.12948 -0.556
C -2.01268 3.03983 3.82664 -0.576
C -2.97493 3.04394 2.81473 0.429
C -2.73619 2.33573 1.43157 -0.214
C -3.05501 3.29958 0.22132 -0.305
C -2.66911 2.78153 -1.01706 -0.580
C -3.29199 3.22291 -2.19146 -0.687
C -4.05111 4.38689 -2.16626 -0.466
C -4.27286 5.04783 -0.94909 -0.733
C -3.68123 4.56003 0.24307 -0.124
C -4.23025 3.61433 3.06385 -0.840
C -4.59156 4.01310 4.34300 -0.428
C -2.65660 5.93444 8.00061 -0.315
C -2.33002 7.25435 8.35018 -0.485
H -2.77077 9.34614 8.05833 0.355
H -4.43923 8.91059 6.24967 0.359
H -4.94407 6.57827 5.54701 0.349
H -1.71983 3.14575 5.95756 0.484
H -0.98276 2.75281 3.63047 0.464
H -1.66117 2.10472 1.30085 0.576
H -1.93266 1.95680 -1.06927 0.561
H -3.21208 2.62817 -3.10481 0.364
H -4.56900 4.72375 -3.04755 0.395
H -4.93683 5.91047 -0.89775 0.383
H -3.78125 5.18056 1.14881 0.666
H -4.93862 3.70907 2.25381 0.705
H -5.58085 4.38487 4.54684 0.548
H -2.19428 5.08384 8.49964 0.410
H -1.60398 7.42494 9.14133 0.360

3.
85
Properties=species:S:1:pos:R:3:mulliken_charge:R:1 method="wB97M-V/def2-TZVPD" homo_lumo_gap_ev=7.930 total_charge=+1 spin_multiplicity=1
O 2.74396 -1.17678 4.57116 -0.501
B 2.91550 -1.47417 3.26759 0.417
O 4.08262 -1.11273 2.58499 -0.587
C 1.75358 -2.26300 2.47716 -0.915
C 1.61500 -1.65767 1.13312 -0.203
C 2.41673 -2.14226 0.07067 -0.203
C 2.31040 -1.56461 -1.17041 0.563
C 3.13935 -2.03814 -2.29761 -0.634
C 2.61558 -2.70273 -3.39678 -0.070
C 3.47972 -3.14194 -4.38402 -0.439
N 4.79839 -2.95686 -4.40048 -0.564
C 5.27148 -2.31301 -3.33441 -0.474
C 4.51603 -1.85648 -2.27055 -0.508
C 1.39100 -0.50874 -1.31865 0.863
P 1.13843 0.31643 -2.99431 0.393
O 2.55853 1.08668 -3.19592 -0.461
O 0.12707 1.53294 -2.53206 -0.464
N 0.70790 -0.14633 -0.24256 0.439
N 0.75518 -0.67645 0.97131 -0.649
H 3.28368 -0.41518 4.81479 0.321
H 3.94484 -0.29737 2.09292 0.325
H 0.82177 -2.16028 3.02502 0.113
H 2.06239 -3.30143 2.39615 0.630
H 3.09730 -2.96185 0.23158 0.646
H 1.55596 -2.88281 -3.48968 0.537
H 3.06316 -3.68453 -5.22039 0.409
H 6.33808 -2.14010 -3.31464 0.391
H 4.99752 -1.36699 -1.43835 0.485
H 2.68393 1.75560 -2.50697 0.359
H 0.52898 1.97762 -1.76985 0.288
H 0.03224 0.60508 -0.34473 0.321
C 1.26097 5.17580 -4.74637 -0.900
C -0.02254 5.00975 -3.91427 0.909
C -0.95406 3.85271 -4.27205 0.545
F -1.45031 3.97440 -5.51624 -0.230
F -2.00433 3.83973 -3.41467 -0.273
F -0.70270 6.16762 -3.89673 -0.259
F 0.38749 4.75858 -2.62384 -0.312
O 1.25112 6.14551 -5.76989 -0.413
C 0.81444 5.84082 -7.03943 0.810
C -0.40112 6.68433 -7.43110 0.186
F -1.42195 6.45535 -6.58186 -0.217
F -0.79301 6.33443 -8.67335 -0.249
F 0.57700 4.52350 -7.18124 -0.286
F 1.81157 6.15663 -7.88812 -0.298
H 2.00232 5.54940 -4.04071 0.451
H 1.63954 4.21538 -5.10050 0.393
H -0.43467 2.89872 -4.18334 -0.058
H -0.14832 7.74615 -7.41109 0.254
C -2.93382 -3.98807 2.32968 -0.935
C -4.43468 -3.83486 2.02878 0.912
C -5.08049 -4.84519 1.07630 0.087
F -4.53420 -4.76988 -0.15577 -0.218
F -6.39306 -4.55764 0.96730 -0.260
F -4.67809 -2.57604 1.60531 -0.255
F -5.07118 -3.99190 3.22036 -0.336
O -2.03480 -3.13869 1.61783 -0.141
C -1.54352 -3.49849 0.39613 0.559
C -1.95473 -2.50354 -0.69185 0.579
F -3.28245 -2.45771 -0.81876 -0.225
F -1.41560 -2.89253 -1.87532 -0.265
F -1.84945 -4.75606 0.06363 -0.310
F -0.17651 -3.45008 0.49351 -0.189
H -2.82075 -3.66770 3.36373 0.457
H -2.61524 -5.02920 2.30484 0.356
H -4.97431 -5.86422 1.45892 0.298
H -1.58973 -1.50456 -0.44330 -0.029
C -1.99975 -0.53680 6.33697 -0.729
C -1.34301 0.31531 7.43586 0.850
C -1.87248 1.73636 7.64366 0.025
F -1.68351 2.49179 6.54124 -0.217
F -1.19282 2.30769 8.66031 -0.263
F -0.00537 0.34146 7.24436 -0.256
F -1.57095 -0.33898 8.60575 -0.326
O -1.31923 -0.62589 5.09029 -0.317
C -1.51655 0.29064 4.09436 0.847
C -0.22015 1.04604 3.77810 1.015
F 0.21059 1.70713 4.86275 -0.229
F -0.44804 1.95500 2.79332 -0.287
F -2.51368 1.14130 4.37651 -0.308
F -1.90577 -0.40687 2.99407 -0.228
H -1.97231 -1.55501 6.72029 0.379
H -3.05388 -0.29343 6.20739 0.356
H -2.93626 1.72234 7.89629 0.305
H 0.56804 0.36758 3.44786 -0.588

For the records above, the corresponding HOMO energy values read -10.79, -10.83, -12.98 eV.
For the records above, the corresponding LUMO values read -0.171, -0.226, -0.186 Eh.